Entry from OMol25: 2 unconnected molecules or ions with the total composition C3H5FS in a non-equilibrium geometry (the ωB97M-V functional and the def2-TZVPD basis).

Energy above the lowest of the compared OMol25 structures with the same formula, charge and spin, kJ/mol: 414.87
2S+1: 1
E_HOMO, eV: -9.10
Frontier orbital gap, eV: 8.127
Calculated total energy, hartree: -615.1790
F_max, eV/Å: 8.0
E_LUMO, eV: -0.97

Cartesian coordinates (Å):
C -0.788 0.939 -0.044
C 0.475 0.493 0.556
C 1.443 0.035 -0.299
H -1.346 -1.945 1.042
H -1.153 1.906 0.618
H -0.696 1.069 -1.184
H 0.529 0.173 1.466
H 1.650 0.205 -1.290
F 2.725 -0.402 -0.005
S -1.893 -0.412 -0.118